[1]
The following is a DFT calculation (ωB97M-V with the def2-TZVPD basis set) of 8 unconnected molecules or ions with the total composition C24H72N6O8P2S6.

Geometry as XYZ:
```
118
Properties=species:S:1:pos:R:3:forces:R:3
C -5.44170 -0.49008 -4.41491 0.1227 0.9601 1.2115
S -5.02401 -0.10380 -2.66701 0.3271 -0.6482 -0.3490
O -3.68583 -0.74151 -2.41157 -0.4500 0.2331 0.0316
C -4.74348 1.63512 -2.90845 0.5222 -0.1557 -0.4964
H -5.72489 -1.53261 -4.36592 0.0156 -0.1538 -0.5441
H -4.52664 -0.25621 -4.97025 -0.3594 -0.3893 -0.0751
H -6.27500 0.18307 -4.67016 0.2050 -0.4740 -0.1539
H -5.66986 2.07919 -3.26669 -0.0640 0.2354 0.3763
H -3.96013 1.76755 -3.66268 -0.0723 -0.0626 0.1636
H -4.34618 2.00118 -1.96715 -0.2604 0.3280 0.0409
C -2.11556 -1.13124 4.83077 0.5797 -1.0044 -0.7781
S -3.49454 -1.03664 5.96789 -0.5609 0.9840 0.5709
O -3.56292 0.37114 6.50560 0.1997 -0.8485 -0.2926
C -4.82060 -1.12869 4.71267 1.2121 -0.6088 0.2015
H -1.17057 -0.97406 5.37153 -0.4795 0.3622 -0.1254
H -2.21791 -0.53227 3.91997 0.0677 0.4811 0.4027
H -2.04123 -2.16955 4.44873 -0.2481 0.2492 0.3935
H -5.72704 -1.58415 5.09668 -0.0303 0.2675 0.1861
H -4.37040 -1.78096 3.96911 -0.3867 -0.0147 -0.4304
H -4.91506 -0.11164 4.36363 -0.2907 0.1988 -0.2090
C 0.42314 4.03367 -2.91672 -0.8834 0.0565 1.9850
S -1.35385 3.98050 -2.43340 0.4717 0.5034 -0.8432
O -1.81767 2.57249 -2.55897 -0.1199 -0.5786 -0.2655
C -1.13669 4.20842 -0.70746 0.9225 -0.4760 0.9564
H 0.91939 3.19347 -2.39153 -0.1865 0.1320 -0.8516
H 0.79217 4.90908 -2.37228 0.1585 0.1592 -0.5564
H 0.44613 4.12430 -3.98990 0.4107 -0.2346 -0.1958
H -2.10074 4.05282 -0.21375 0.1963 0.3212 -0.0982
H -0.61311 5.13554 -0.46437 -0.5183 0.2032 -0.0614
H -0.43205 3.43311 -0.37786 -0.2282 -0.0650 0.0438
C -1.91076 5.09289 3.10612 1.0558 0.3325 1.2045
S -2.35957 4.49423 4.77034 -0.7393 0.8836 -0.6049
O -3.68276 5.15448 5.06821 0.8123 -0.6443 -0.1049
C -2.64735 2.80574 4.26384 0.0528 0.1047 0.7135
H -1.55210 6.12612 3.30840 -0.1969 -0.6278 -0.5574
H -2.78697 5.08331 2.46797 -0.0548 -0.1043 -0.0745
H -1.08531 4.43120 2.78014 -0.3957 0.4841 -0.2204
H -3.11477 2.38351 5.14815 -0.3046 -0.4273 -0.0959
H -1.68782 2.29919 4.12630 -0.1248 0.1188 -0.2617
H -3.28195 2.78939 3.38465 -0.0588 -0.1978 -0.0739
C -2.33089 1.08526 -6.42887 0.1245 0.1947 -0.1827
S -1.81022 -0.32476 -5.46535 -0.2769 -1.1083 0.8504
O -1.30400 -1.41034 -6.36435 -0.0566 0.6843 -0.1268
C -0.35167 0.37440 -4.65788 -0.8444 0.1506 0.1918
H -2.78756 1.82914 -5.76437 0.3385 -0.0803 -0.0168
H -3.10600 0.74918 -7.12514 0.3000 -0.0522 0.0237
H -1.45038 1.46956 -6.94417 -0.2378 0.2266 -0.2235
H 0.18772 -0.50004 -4.31333 0.1216 -0.0568 0.1205
H -0.65492 1.02786 -3.81661 0.1382 -0.2431 -0.5248
H 0.20217 0.88637 -5.42334 0.5033 0.3346 -0.1882
C -2.52772 -1.36781 0.63984 0.9625 -0.4963 -0.3276
S -1.93689 0.29243 0.29981 -1.5505 0.7808 0.2645
O -1.39262 0.77179 1.61952 0.5750 -0.2889 -0.3949
C -0.72230 -0.01028 -0.98542 -0.3728 -0.1172 0.5531
H -3.49545 -1.29133 1.12716 -0.0312 0.0090 -0.0779
H -1.78726 -1.82016 1.32087 -0.2699 0.0911 -0.1740
H -2.57270 -1.93831 -0.29837 -0.2645 0.2022 0.2913
H -1.35423 -0.17677 -1.85951 0.0147 -0.1878 -0.0071
H -0.09239 -0.87042 -0.75125 0.2985 0.3121 -0.1213
H -0.25309 0.96479 -1.11850 0.4361 -0.3071 0.0297
O 2.18113 3.82348 -0.01153 -0.6600 -0.4040 -0.9714
P 3.08945 3.84014 1.14222 -0.5044 1.2403 0.1620
N 3.41196 5.41862 1.65056 0.7885 -0.9799 0.3788
C 2.39397 6.20420 2.27992 -0.4546 -0.1411 -0.0038
C 4.41746 6.24773 1.00393 0.7154 -0.7981 0.0394
N 4.52884 3.16533 0.75789 1.2339 -0.0975 -0.0790
C 5.67722 3.10258 1.66368 -0.1204 0.4376 -0.0628
C 5.01452 3.15150 -0.61147 0.5663 -0.1853 -0.2170
N 2.41243 3.05395 2.41439 1.4064 0.8797 1.1564
C 1.38876 2.06330 2.20454 -1.3017 0.1287 -0.6792
C 2.83392 3.20741 3.82848 -0.9389 -0.3334 -0.4894
H 1.84497 6.77141 1.52829 -0.2546 0.2451 0.0036
H 2.84953 6.89739 2.98698 -0.0602 0.0904 0.1270
H 1.69608 5.55190 2.80232 -0.0909 0.1054 0.0642
H 4.79796 6.97173 1.76146 0.0279 -0.4608 -0.6573
H 4.02529 6.79263 0.14183 -0.1914 0.1762 0.0301
H 5.23041 5.59195 0.60086 -0.4905 0.7489 0.5326
H 6.29422 4.01514 1.51968 -0.1054 -0.4067 0.2427
H 5.38802 3.04739 2.72455 0.0911 -0.1931 -0.4869
H 6.28434 2.24731 1.33818 -0.0834 0.0799 0.4972
H 5.35378 2.12583 -0.87573 -0.1627 0.6145 0.0375
H 4.26109 3.48799 -1.29767 -0.5319 -0.1235 -0.2598
H 5.86729 3.85256 -0.74167 -0.1990 -0.3786 0.1653
H 1.63238 1.28885 1.46604 0.0371 0.2432 0.1594
H 1.16499 1.59055 3.14847 0.1093 -0.3823 0.1911
H 0.43349 2.54569 1.91203 0.4711 -0.3701 -0.1495
H 3.11195 4.23453 4.08765 0.2249 -0.3259 -0.2108
H 3.56304 2.45701 4.16576 0.1476 0.3344 -0.2380
H 1.90941 2.96603 4.34941 0.1283 0.2773 0.6035
O 1.78610 -6.54414 1.27533 0.8839 -0.2307 1.5343
P 1.52598 -6.51482 -0.15443 0.6945 -1.3756 -0.0309
N 2.36433 -5.38013 -0.98651 -0.1955 0.2189 -0.2242
C 3.79121 -5.35318 -0.94167 1.0718 0.0707 0.3458
C 1.81007 -4.54800 -1.99536 -0.2315 0.6103 -1.2219
N -0.03477 -6.15970 -0.43984 -1.3958 -0.1402 -1.0506
C -1.12190 -7.14338 -0.56371 0.0723 0.2428 0.2030
C -0.52455 -4.92839 0.15815 -0.6854 0.0534 0.5336
N 1.95537 -7.96539 -0.87166 0.0179 0.4281 -0.4326
C 1.95438 -8.13868 -2.30999 -0.1365 -0.1080 -0.3865
C 2.11195 -9.21756 -0.15943 0.0390 0.2323 0.4483
H 4.20559 -4.43895 -0.46456 -0.2732 -0.4073 -0.2834
H 4.23027 -5.46666 -1.94240 -0.1950 0.2782 -0.0395
H 4.16623 -6.21140 -0.40820 0.0813 -0.2280 0.5412
H 0.87229 -4.96772 -2.38190 0.2464 0.2742 0.0607
H 2.54847 -4.47942 -2.81625 -0.4657 -0.0329 0.0652
H 1.63615 -3.51351 -1.66802 -0.0644 -0.0635 0.0620
H -0.82402 -8.15643 -0.84671 0.3670 0.3430 -0.0843
H -1.66571 -7.22865 0.38009 0.1031 -0.0652 0.2156
H -1.85326 -6.76654 -1.28044 0.0600 -0.0883 -0.2218
H -0.74070 -5.05935 1.24358 0.2465 0.0558 -0.5053
H 0.16679 -4.08567 0.04150 -0.1400 -0.2910 -0.0427
H -1.48705 -4.70297 -0.32656 0.3234 0.2694 0.0490
H 0.97431 -8.52905 -2.64067 0.2823 0.2328 -0.2518
H 2.22626 -7.22787 -2.87448 -0.3626 -0.2570 0.4336
H 2.70694 -8.89579 -2.57061 -0.1343 0.1502 0.0122
H 2.88338 -9.81899 -0.66258 -0.1059 0.1848 0.1972
H 1.18529 -9.81561 -0.15791 0.1866 0.0958 0.2136
H 2.44924 -8.96404 0.85376 -0.3150 -0.4049 -0.1470
```
Positions in Å, forces in eV/Å.

total charge = 0
LUMO level = 0.32 eV
multiplicity = 1
frontier orbital gap = 8.8 eV

=====

[2]
The following is a DFT calculation (ωB97M-V with the def2-TZVPD basis set) of a molecular structure, C24H72O24Zn.

Geometry as XYZ:
```
121
Properties=species:S:1:pos:R:3:forces:R:3
Zn -0.15372 -0.01163 0.07905 0.2954 1.2046 1.0136
C -3.07361 -5.50477 -1.31801 1.4370 -0.8510 -1.5261
C -2.59876 -5.04022 -2.78823 0.2249 -2.3337 2.3385
O -3.26142 -3.83273 -3.15367 0.2297 -1.0520 -0.7820
O -2.72445 -4.40183 -0.56771 0.0717 1.4697 0.9210
H -2.44246 -6.34208 -1.02026 0.0044 -0.2525 -0.1252
H -4.10430 -5.78825 -1.10489 -0.2970 0.0021 -0.8068
H -2.55675 -5.97092 -3.35402 -1.1009 0.5330 -1.3341
H -1.52953 -4.84367 -2.70947 -0.0110 0.4629 0.3788
H -4.01738 -4.14078 -3.65888 -0.4737 0.3629 -0.0943
H -2.85850 -3.80836 -1.31028 -0.0533 1.8048 0.9737
C 1.07863 1.59193 2.12647 0.6127 -0.1187 -1.2747
C 2.05065 1.55789 0.89534 1.2668 2.7375 2.1708
O 1.58973 1.01116 -0.29825 -1.4334 -1.1850 1.3320
O 0.29742 0.44644 2.06094 -1.2191 -1.6943 -0.2903
H 0.37352 2.41689 2.02477 0.5365 0.3696 0.3144
H 1.61104 1.48032 3.07103 0.3644 1.0544 -0.1997
H 3.01408 1.21656 1.27405 0.0475 -1.0079 -0.5063
H 2.26101 2.61496 0.73277 -0.0130 0.2561 -0.2029
H 2.05996 1.36699 -1.05579 0.7238 0.4652 -0.8642
H 0.29260 -0.04758 2.88406 0.1032 -0.2717 -0.0499
C -0.75729 4.46355 -2.02438 -0.4835 -0.4818 0.8344
C -1.64076 4.93192 -0.83682 -0.8532 0.1528 -1.4170
O -2.91125 5.40059 -1.34609 0.9463 0.1328 -0.1368
O 0.31961 3.69752 -1.44935 -0.1083 0.1571 -0.3008
H -0.32286 5.21770 -2.68059 -0.4072 0.4874 0.3589
H -1.37681 3.82821 -2.65735 -0.0554 -0.1719 -0.0514
H -1.11400 5.69058 -0.25796 -0.0847 -0.0533 0.2069
H -1.94378 4.07112 -0.24074 0.8782 -0.0910 0.2770
H -3.50542 5.48238 -0.59651 -0.0951 0.1335 -0.0001
H 1.10525 4.01309 -1.90187 0.2633 -0.1951 0.1874
C -0.34256 1.56906 -5.40943 1.8396 0.7669 -2.9827
C 0.82917 0.52801 -5.65730 -4.8918 -0.7239 -0.2574
O 1.94199 0.84384 -5.02368 3.8382 1.0050 2.5382
O 0.01702 2.65669 -6.33479 -0.5509 -0.1889 0.9313
H -0.42267 2.02381 -4.42206 0.5098 -0.4577 0.2762
H -1.33207 1.21107 -5.69371 0.1174 -0.5065 0.0729
H 1.18207 0.31087 -6.66548 -1.6006 0.4333 -0.8494
H 0.47775 -0.40706 -5.22112 -0.5696 -0.7037 -0.1567
H 2.44230 0.07020 -5.29342 1.3821 0.3735 0.6175
H -0.63327 2.69240 -7.04010 -0.0120 0.0485 -0.0411
C -1.86416 -2.36243 4.43808 -1.3476 -2.7862 -1.7890
C -2.96916 -3.27433 3.71329 -0.5825 -0.2659 2.4162
O -4.22970 -3.21459 4.38925 -0.2409 0.9710 0.1909
O -1.79982 -1.13827 3.75838 0.5276 0.8591 0.3771
H -0.92975 -2.91288 4.32859 0.3377 0.0412 0.1888
H -2.08080 -2.20003 5.49392 -0.3018 -0.3223 -0.0393
H -2.82798 -4.34161 3.88380 1.6084 -0.0418 -1.0062
H -3.22375 -3.05549 2.67627 0.7234 0.1998 -0.1206
H -4.07020 -3.74530 5.17315 -0.6004 0.0806 0.2620
H -1.47985 -0.60358 4.48868 -0.0989 1.1430 -0.4786
C 4.73433 1.77757 -2.13991 -1.1867 -0.8265 -0.9265
C 5.32301 0.74628 -3.07019 -0.2252 0.4504 0.0450
O 6.69617 1.07133 -2.97281 0.1586 -1.2911 -0.7020
O 3.29619 1.73846 -2.22445 -0.4932 0.2777 1.1514
H 5.15659 2.72035 -2.48770 -0.4225 0.3661 0.3299
H 5.03917 1.58686 -1.11092 -0.2411 0.0962 -0.0632
H 4.86633 0.78909 -4.05899 0.3597 1.0959 -0.6645
H 5.02133 -0.29159 -2.92902 0.9480 -0.2645 1.3263
H 6.77935 1.92937 -3.39523 0.3879 0.0446 -0.1342
H 2.92500 1.89409 -3.09600 0.4084 0.0291 -0.5108
C 0.48026 -2.25904 -1.35396 0.1887 0.6381 -0.5506
C 0.32966 -1.10865 -2.37015 0.1600 -0.5312 0.4634
O -0.54945 -0.10242 -1.84032 1.0778 -0.2038 -0.4579
O 0.96074 -1.71309 -0.09539 -0.4857 0.0266 -2.0402
H 1.23057 -2.93913 -1.75726 -0.1292 -0.2416 0.0294
H -0.48302 -2.74889 -1.21164 0.0396 -0.1947 0.1593
H -0.19553 -1.40624 -3.27773 0.7179 -0.6895 -0.1468
H 1.30620 -0.67983 -2.59503 -0.0617 0.1503 -0.0930
H -1.28715 -0.20402 -2.44617 -1.6096 0.7861 0.4306
H 1.46735 -2.41129 0.32587 0.0336 -0.4737 1.2325
C 3.45129 -2.12154 5.69858 0.7159 0.8680 2.2584
C 2.78142 -0.68920 5.61621 2.4697 -1.0730 -1.4996
O 1.84871 -0.69141 4.52791 -0.5977 0.4250 0.2523
O 2.47223 -2.99865 6.10333 -2.6139 -1.2835 -0.4872
H 4.15954 -2.24445 6.51795 0.6614 1.3973 0.1960
H 4.06933 -2.48434 4.87730 -0.6343 0.5232 -0.8853
H 3.58202 -0.03265 5.27552 0.0811 0.1192 -0.1115
H 2.46055 -0.20657 6.53937 -0.5682 -0.7683 0.1170
H 1.01660 -1.04847 4.84680 0.0433 -0.3838 0.2319
H 2.79448 -3.85438 6.39570 0.2746 0.1164 -0.0566
C 2.87015 -3.79780 2.07077 3.0520 2.1461 1.0374
C 3.71833 -2.44453 1.91225 -1.0417 0.4937 -0.7156
O 4.68740 -2.32549 0.85432 0.3917 -1.3681 0.4863
O 1.80959 -3.86614 1.24428 -2.3211 0.1184 -3.4933
H 2.31331 -3.81017 3.00772 1.4321 -0.3226 0.8736
H 3.60504 -4.54553 1.77252 -0.0890 -0.6826 1.0737
H 4.19960 -2.16109 2.84827 0.0873 -0.2060 -0.2341
H 3.07234 -1.63033 1.58382 -0.9802 0.1049 1.0830
H 4.22722 -2.27998 0.01303 -0.0050 0.0405 -0.0430
H 2.11386 -4.21314 0.40248 -0.2023 -0.4739 -0.2415
C -4.06910 -0.50278 -3.53092 -3.0329 -0.6823 -0.1210
C -4.91038 0.21252 -2.47840 -0.1079 -0.6258 0.3539
O -4.31841 1.43464 -2.08834 -0.0323 -0.3049 -0.4588
O -2.79117 -0.74645 -3.13498 3.0529 0.0271 0.7055
H -4.07170 -0.03297 -4.51447 -0.3223 0.4095 -0.0346
H -4.50622 -1.49758 -3.61691 -0.6763 0.0193 -0.4631
H -5.06791 -0.40179 -1.59190 0.6196 -0.1969 0.2011
H -5.94798 0.30082 -2.80039 0.0065 0.4364 -0.6712
H -3.99021 1.71814 -2.94480 0.2959 1.0821 0.1649
H -2.43250 -1.31258 -3.82234 0.2050 -0.3763 0.0584
C 0.95074 5.57296 2.82509 -2.4841 1.3846 0.3537
C -0.61784 5.35201 3.05538 2.1981 0.3080 0.3377
O -1.10364 4.13961 2.51326 -0.1841 -0.3547 0.0417
O 1.80211 4.94157 3.76918 -0.3340 -0.7734 -1.0652
H 1.05121 6.65361 2.92619 0.2013 0.2169 -0.0402
H 1.07288 5.38876 1.75774 1.0363 -0.7958 0.2048
H -1.18634 6.16856 2.61025 0.1251 -0.0331 -0.0326
H -0.69089 5.39580 4.14204 -0.6644 -0.1013 0.1285
H -0.91119 3.45078 3.15363 -0.0748 -0.0570 0.0813
H 1.81509 5.46294 4.57517 -0.0268 0.1438 -0.0454
C -2.95696 0.88881 0.81308 -1.1163 -2.1413 0.9187
C -2.86097 -0.62771 0.35642 -1.3071 2.4546 -0.7508
O -1.61040 -1.10414 0.82946 -1.2165 -0.9052 -0.7311
O -1.79649 1.50814 0.38013 1.7023 -0.1610 -0.7542
H -2.94958 0.75864 1.89525 -0.3353 0.8521 0.3274
H -3.78581 1.45883 0.39334 -0.4325 -0.5765 0.3121
H -2.97314 -0.51980 -0.72240 0.8413 -0.8738 -0.1909
H -3.64105 -1.30942 0.69529 -0.2038 0.4807 0.2166
H -1.86553 -1.56913 1.62965 0.8834 -0.0506 0.6562
H -1.83172 2.45656 0.52455 0.1982 0.2080 0.0824
```
Positions in Å, forces in eV/Å.

total charge = +2
LUMO level = -4.23 eV
multiplicity = 1
frontier orbital gap = 9.6 eV

=====

In order of appearance, relative energy (zero: lowest compared OMol25 entry of this formula, charge and spin) = 0.0; 110.0 kcal/mol.
In order of appearance, strongest force on any atom = 2.17; 4.95 eV Å⁻¹.
In order of appearance, E_tot = -4959.79878; -4541.87197 Eh.